122
Properties=species:S:1:pos:R:3 method="wB97M-V/def2-TZVPD" charge=0 e_above_lowest_kcal_mol=74.7 gap_ev=8.53 energy_ha=-5049.83179
C -4.4104 -1.4362 -3.6843
C -3.5674 -0.4269 -3.6311
N -2.7766 0.0144 -4.7423
Br -1.4903 1.2637 -4.1074
C -2.0621 -1.0989 -5.3272
O -2.5237 -1.6575 -6.3047
O -0.8951 -1.3935 -4.7460
C -0.6092 -2.7779 -4.5244
O -0.3205 -3.0140 -3.1995
C -1.4334 -2.7842 -2.3638
O -1.1336 -3.2792 -1.1128
C -1.2455 -2.3597 -0.0415
C 0.0943 -1.8063 0.3596
O 0.6029 -0.8555 -0.5555
H -4.6971 -1.9441 -4.5853
H -4.8776 -1.7500 -2.7740
H -3.4883 0.1535 -2.7363
H -1.4213 -3.4187 -4.8441
H 0.2954 -3.0340 -5.0457
H -2.2711 -3.3509 -2.7737
H -1.6526 -1.7233 -2.3436
H -1.9713 -1.5756 -0.2338
H -1.6153 -2.9329 0.8010
H 0.7854 -2.6360 0.3475
H 0.0734 -1.4091 1.3708
H -0.0464 -0.1472 -0.6239
C 0.1385 4.9638 2.5729
O 0.3755 5.1134 1.1794
C 1.7520 5.1920 0.8369
C 2.1402 3.9931 0.0016
N 2.1213 2.7773 0.8069
C 2.2746 1.5518 0.0280
C 1.1515 1.1887 -0.9334
O -0.0766 0.8595 -0.2955
C -0.9541 1.9483 -0.0579
H -0.9327 4.9789 2.7300
H 0.5347 4.0151 2.9403
H 0.5886 5.7896 3.1340
H 2.3854 5.2695 1.7253
H 1.8942 6.1008 0.2430
H 3.1467 4.1418 -0.4017
H 1.4367 3.9279 -0.8399
H 1.2431 2.7337 1.3078
H 2.3758 0.7300 0.7411
H 3.2150 1.6012 -0.5288
H 1.4622 0.2828 -1.4599
H 0.9929 1.9516 -1.7041
H -0.8664 2.7156 -0.8301
H -0.7796 2.3973 0.9234
H -1.9736 1.5606 -0.0678
C 8.9120 1.4323 3.9806
O 9.3156 2.3176 2.9533
C 9.0952 1.8130 1.6409
C 8.0796 2.6642 0.9121
N 6.7521 2.4937 1.4889
C 5.7516 3.4273 0.9793
C 5.9303 4.9038 1.3166
O 5.7842 5.2014 2.6920
C 6.9702 5.1203 3.4614
H 9.1872 1.8863 4.9309
H 7.8288 1.2701 3.9701
H 9.4228 0.4687 3.8932
H 8.7810 0.7663 1.6643
H 10.0486 1.8657 1.1065
H 8.0525 2.3691 -0.1406
H 8.4213 3.7073 0.9678
H 6.8182 2.6087 2.4917
H 4.7851 3.1110 1.3824
H 5.6888 3.3167 -0.1087
H 5.1286 5.4490 0.8083
H 6.8713 5.3118 0.9287
H 7.8535 5.3927 2.8784
H 7.1071 4.1217 3.8858
H 6.8727 5.8203 4.2915
C -3.9552 3.0795 8.9806
O -2.7188 2.4037 8.8488
C -2.8475 1.0383 8.4692
C -2.2321 0.8104 7.1067
N -3.0263 1.4532 6.0666
C -2.3979 1.4554 4.7500
C -1.1272 2.2795 4.5750
O -1.3258 3.6760 4.6911
C -1.2088 4.1950 6.0060
H -3.7420 4.0855 9.3372
H -4.4796 3.1511 8.0216
H -4.6009 2.5805 9.7092
H -3.8924 0.7175 8.4837
H -2.3026 0.4412 9.2063
H -2.1848 -0.2638 6.9081
H -1.2049 1.1994 7.1386
H -3.2047 2.4105 6.3408
H -3.1385 1.8376 4.0428
H -2.1893 0.4213 4.4592
H -0.7757 2.1111 3.5512
H -0.3177 1.9485 5.2355
H -0.4830 3.6365 6.6014
H -2.1730 4.2080 6.5208
H -0.8688 5.2279 5.9217
C -6.6886 -8.2077 -5.7578
O -5.5211 -8.5474 -6.4810
C -5.5247 -8.0865 -7.8277
C -4.4248 -7.0707 -8.0404
N -4.7213 -5.8310 -7.3339
C -3.6199 -4.8712 -7.3193
C -2.3638 -5.2525 -6.5459
O -2.5615 -5.3447 -5.1417
C -2.9618 -6.6219 -4.6732
H -6.6084 -8.6644 -4.7730
H -6.7851 -7.1235 -5.6348
H -7.5845 -8.5966 -6.2510
H -6.4974 -7.6710 -8.1037
H -5.3348 -8.9520 -8.4695
H -4.3320 -6.8595 -9.1092
H -3.4846 -7.5247 -7.6970
H -4.9673 -6.0545 -6.3785
H -4.0043 -3.9456 -6.8858
H -3.3411 -4.6408 -8.3515
H -1.6410 -4.4473 -6.6996
H -1.8933 -6.1654 -6.9278
H -2.5378 -7.4274 -5.2764
H -4.0507 -6.7164 -4.6480
H -2.5992 -6.7245 -3.6502



119
Properties=species:S:1:pos:R:3 method="wB97M-V/def2-TZVPD" charge=0 gap_ev=8.94 energy_ha=-3604.55808 smiles=CCCCC[C@@](NCC)([C@H](OCI)P(O)Cl)[C@@H](Cl)CC.COCCNCCOC.COCCNCCOC.COCCNCCOC
C -2.0947 -1.2247 -0.6051
C -2.1661 -0.8446 0.8826
C -1.4428 -1.8569 1.7867
C -0.2630 -1.1878 2.5366
C 0.9057 -1.0682 1.5602
C 2.3366 -0.6922 1.9708
N 3.0712 -1.9579 2.2404
C 2.7165 -2.6951 3.4632
C 2.5605 -4.1844 3.1598
C 2.6319 0.2884 3.1399
Cl 3.0625 1.9822 2.6191
C 1.6387 0.4441 4.3041
C 0.5840 1.5572 4.0942
C 3.0432 -0.2028 0.6525
O 2.3317 0.8935 0.0982
C 1.7849 0.8126 -1.1755
I 0.8472 2.7354 -1.5226
P 3.6728 -1.6355 -0.4210
O 4.3762 -0.7601 -1.6472
Cl 2.0019 -2.4028 -1.4192
H -2.2695 -0.3442 -1.2160
H -1.1116 -1.6165 -0.8440
H -2.8768 -1.9473 -0.8213
H -3.2020 -0.7175 1.1795
H -1.6836 0.1257 0.9685
H -2.1183 -2.3033 2.5110
H -1.0374 -2.6622 1.1790
H -0.0730 -1.7811 3.4273
H -0.6439 -0.2262 2.8521
H 0.9911 -2.0438 1.0963
H 0.5555 -0.4246 0.7599
H 4.0543 -1.7180 2.3277
H 3.5442 -2.6229 4.1702
H 1.8366 -2.3452 3.9883
H 3.4368 -4.5006 2.6033
H 2.5339 -4.7626 4.0785
H 1.6462 -4.3380 2.5951
H 3.5729 -0.0279 3.5670
H 2.2072 0.7487 5.1778
H 1.0911 -0.4471 4.5810
H 0.2951 1.5982 3.0512
H 0.9222 2.5187 4.4486
H -0.3106 1.2623 4.6381
H 4.0135 0.1907 0.9772
H 2.4932 0.7054 -1.9851
H 0.9647 0.1074 -1.2230
H 3.7975 -0.7919 -2.4281
C -0.9543 -1.5146 -4.0127
O -1.2826 -0.1510 -4.1945
C -0.2199 0.6340 -4.7290
C -0.5714 1.1222 -6.1163
N -0.5798 0.0189 -7.0708
C -1.1162 0.3685 -8.3827
C -2.5874 0.7552 -8.4646
O -3.4823 -0.3023 -8.1667
C -3.8106 -0.4510 -6.7976
H -1.7973 -1.9918 -3.5159
H -0.7806 -2.0197 -4.9696
H -0.0680 -1.6263 -3.3814
H 0.7238 0.0785 -4.7365
H -0.0958 1.5000 -4.0722
H 0.1693 1.8615 -6.4351
H -1.5486 1.6200 -6.0591
H -1.1330 -0.7365 -6.6867
H -0.9641 -0.4974 -9.0322
H -0.5181 1.1850 -8.7987
H -2.7914 1.0343 -9.5022
H -2.8153 1.6363 -7.8560
H -3.7993 0.5064 -6.2697
H -3.1364 -1.1502 -6.2950
H -4.8176 -0.8662 -6.7428
C -1.8537 8.7651 -4.5986
O -2.5157 7.7159 -3.9181
C -3.9343 7.7608 -4.0250
C -4.4475 6.5719 -4.8083
N -4.0818 6.6766 -6.2160
C -4.3529 5.4731 -6.9966
C -3.5614 4.2136 -6.6583
O -2.1744 4.3114 -6.9347
C -1.3967 4.8570 -5.8804
H -0.7924 8.6844 -4.3700
H -1.9838 8.6897 -5.6836
H -2.2111 9.7421 -4.2604
H -4.2683 8.6991 -4.4759
H -4.3386 7.7130 -3.0096
H -5.5377 6.5350 -4.7278
H -4.0385 5.6661 -4.3404
H -3.0943 6.8870 -6.2806
H -4.1509 5.7171 -8.0424
H -5.4210 5.2451 -6.9265
H -3.9399 3.4157 -7.3034
H -3.7247 3.8800 -5.6264
H -1.8111 4.6252 -4.8963
H -1.2979 5.9391 -5.9984
H -0.3964 4.4268 -5.9453
C 2.8484 -1.8888 8.0488
O 1.7327 -2.6350 8.5002
C 1.0917 -3.4064 7.4931
C 1.2427 -4.8875 7.7607
N 2.6228 -5.3123 7.5572
C 2.9020 -6.6780 7.9935
C 2.7999 -6.9818 9.4848
O 3.7739 -6.3249 10.2732
C 3.4217 -5.0304 10.7266
H 3.1710 -1.2595 8.8762
H 3.6820 -2.5373 7.7579
H 2.5776 -1.2454 7.2053
H 1.4715 -3.1508 6.4985
H 0.0283 -3.1493 7.5217
H 0.5968 -5.4418 7.0736
H 0.8972 -5.0775 8.7857
H 3.2344 -4.6822 8.0606
H 3.9223 -6.9114 7.6798
H 2.2410 -7.3600 7.4498
H 2.9884 -8.0515 9.6095
H 1.7948 -6.7968 9.8817
H 2.3451 -4.9338 10.8875
H 3.7566 -4.2555 10.0312
H 3.9307 -4.8639 11.6761



125
Properties=species:S:1:pos:R:3 method="wB97M-V/def2-TZVPD" charge=0 gap_ev=9.76 energy_ha=-3532.67011 smiles="CB(O)OC(=O)N(CCC(C)C)OC[C@@H](C)C(C)C.CCOP(=O)(OCC)OCC.CCOP(=O)(OCC)OCC.CCOP(=O)(OCC)OCC"
C -0.0777 -4.5324 -1.8861
B -1.5735 -4.9020 -2.1836
O -2.2382 -5.6988 -1.2903
O -2.2830 -4.5120 -3.3261
C -1.9279 -3.2844 -3.8042
O -1.4069 -3.1832 -4.8954
N -2.2143 -2.1535 -2.9865
C -1.7429 -0.9167 -3.6083
C -1.8401 0.2689 -2.6335
C -0.6888 0.2966 -1.6039
C -0.0119 1.6721 -1.5629
C -1.1474 -0.1062 -0.1933
O -3.6312 -2.0279 -2.8784
C -4.1223 -2.7462 -1.7524
C -5.3687 -2.1069 -1.1501
C -5.0446 -0.6455 -0.8037
C -6.6312 -2.1172 -2.0757
C -7.8203 -2.7087 -1.2846
C -6.4755 -2.9046 -3.3852
H 0.0642 -3.5347 -1.4701
H 0.5449 -4.7245 -2.7629
H 0.2681 -5.2308 -1.1206
H -3.1648 -5.4373 -1.2629
H -2.4095 -0.6824 -4.4442
H -0.7129 -0.9810 -3.9423
H -2.8111 0.2223 -2.1431
H -1.7789 1.1610 -3.2605
H 0.0744 -0.4004 -1.9696
H 0.8274 1.7102 -0.8679
H -0.7376 2.4523 -1.3171
H 0.3927 1.8998 -2.5528
H -0.3238 0.0510 0.5046
H -1.4245 -1.1630 -0.2148
H -1.9950 0.5178 0.0955
H -3.3392 -2.7063 -0.9859
H -4.3164 -3.7980 -1.9849
H -5.6031 -2.6567 -0.2356
H -5.0499 -0.0055 -1.6849
H -5.7967 -0.2637 -0.1088
H -4.0620 -0.5564 -0.3348
H -6.8837 -1.0789 -2.2952
H -7.7572 -2.3461 -0.2542
H -8.7812 -2.4100 -1.6984
H -7.7062 -3.7944 -1.2424
H -6.0741 -2.2950 -4.1935
H -7.4846 -3.1737 -3.7163
H -5.9432 -3.8475 -3.2771
O 4.3148 2.2251 -2.9018
P 5.6371 2.8226 -2.5820
O 6.3019 3.1965 -4.0171
C 5.7565 4.2724 -4.7833
C 6.1760 5.6281 -4.2417
O 6.5048 1.4798 -2.2152
C 5.8520 0.2701 -1.8206
C 5.7244 -0.6849 -2.9888
O 6.6635 3.7570 -1.7233
C 6.5821 3.7451 -0.2757
C 7.4801 2.6829 0.3359
H 4.6662 4.1891 -4.8226
H 6.1329 4.1512 -5.7986
H 5.7236 5.8143 -3.2655
H 5.8657 6.4248 -4.9191
H 7.2569 5.6714 -4.1105
H 4.8821 0.4800 -1.3717
H 6.4671 -0.1909 -1.0444
H 5.2767 -0.1997 -3.8558
H 5.1110 -1.5452 -2.7160
H 6.7085 -1.0420 -3.2973
H 5.5467 3.6202 0.0477
H 6.9143 4.7293 0.0527
H 6.9820 1.7150 0.3636
H 7.7305 2.9421 1.3658
H 8.3959 2.5642 -0.2405
O 4.7295 -1.9852 1.3213
P 4.3282 -3.1211 2.1899
O 2.8516 -2.7280 2.7425
C 1.7501 -2.7376 1.8312
C 1.2570 -4.1426 1.5337
O 5.1946 -2.7937 3.5475
C 6.3564 -1.9654 3.4911
C 6.0316 -0.5436 3.9008
O 4.2055 -4.6937 2.5990
C 5.3494 -5.5655 2.4100
C 6.2413 -5.6053 3.6389
H 2.0286 -2.2196 0.9078
H 0.9523 -2.1642 2.3033
H 2.0030 -4.7036 0.9664
H 0.3381 -4.1068 0.9495
H 1.0725 -4.6912 2.4570
H 6.8111 -1.9969 2.5011
H 7.0845 -2.3858 4.1896
H 5.1794 -0.1525 3.3451
H 6.8880 0.1115 3.7303
H 5.7676 -0.5035 4.9586
H 5.9123 -5.2702 1.5223
H 4.9436 -6.5597 2.2277
H 6.9506 -4.7792 3.6372
H 6.8252 -6.5265 3.6568
H 5.6541 -5.5313 4.5524
O -4.5338 3.7866 1.2126
P -4.6499 3.7187 2.6919
O -5.3243 2.2745 3.0067
C -4.5600 1.0868 2.7918
C -3.5499 0.8530 3.9019
O -5.9491 4.6911 2.9440
C -6.3385 5.6617 1.9711
C -7.4670 5.1417 1.1051
O -4.1378 3.9509 4.2229
C -3.4963 5.2036 4.5720
C -4.4981 6.2413 5.0488
H -4.0647 1.1315 1.8167
H -5.2673 0.2578 2.7645
H -2.7684 1.6154 3.8839
H -3.0763 -0.1235 3.7908
H -4.0320 0.9078 4.8775
H -5.4867 5.9717 1.3661
H -6.6793 6.5448 2.5177
H -7.2318 4.1634 0.6870
H -7.6709 5.8304 0.2836
H -8.3768 5.0253 1.6960
H -2.9082 5.5786 3.7320
H -2.8053 4.9727 5.3818
H -4.9409 6.7753 4.2098
H -4.0066 6.9858 5.6766
H -5.3092 5.7764 5.6064



122
Properties=species:S:1:pos:R:3 method="wB97M-V/def2-TZVPD" charge=+1 gap_ev=7.05 energy_ha=-2614.62521
C 2.5315 2.3070 4.5593
C 1.2587 2.2450 3.4746
O 1.1958 0.9206 2.8420
C 0.4715 0.9638 1.5412
C -1.1218 1.2242 1.6719
C -2.0099 1.4366 3.0299
C -3.4273 0.5922 3.0125
O -4.5054 1.5550 2.6970
C -1.7608 1.2506 0.1781
N -3.2219 1.5132 -0.1178
C -3.4636 2.8506 -0.3684
C -2.3280 3.9755 -0.7523
C -5.0311 3.3510 -0.3278
C -0.7320 0.9758 -0.9968
C -1.3847 0.9989 -2.5402
B -1.8775 -0.5729 -2.8113
O -1.4161 -1.6270 -1.8578
O -2.7842 -0.8700 -3.9475
N 0.6918 0.6985 -0.9860
N 1.1601 0.7389 0.2773
C 2.6867 0.4967 0.3190
I 3.2156 -1.4210 1.3225
C 3.5400 1.7864 0.8797
C 2.9338 3.1187 0.1429
H 3.1180 1.2683 4.5751
H 3.3400 3.0946 4.1683
H 2.1874 2.5681 5.6495
H 1.3200 3.1425 2.6905
H 0.3055 2.5065 4.1444
H -2.2950 2.5740 3.2152
H -1.4394 1.0944 4.0080
H -3.3331 -0.1649 2.0942
H -3.6338 -0.0153 3.9964
H -4.9924 1.2819 1.8554
H -1.5454 4.1491 0.1159
H -2.8714 4.9995 -1.0374
H -1.7399 3.6651 -1.7428
H -5.1576 4.4039 -0.8621
H -5.4097 3.4818 0.7736
H -5.7290 2.6056 -0.9015
H -2.2904 1.7328 -2.6389
H -0.5695 1.3605 -3.3207
H -2.2275 -1.8759 -1.3258
H -3.4862 -1.5209 -3.5944
H 3.1299 0.3226 -0.7791
H 3.6304 1.8516 2.0429
H 4.6531 1.6400 0.4760
H 2.1822 3.7472 0.7825
H 2.3416 2.8197 -0.8498
H 3.7788 3.8707 -0.2314
C 5.7030 -4.1427 -2.5028
C 4.9321 -2.9548 -1.9654
O 5.8252 -2.0291 -1.3637
H 6.2566 -4.6380 -1.6983
H 5.0283 -4.8682 -2.9659
H 6.4402 -3.8221 -3.2461
H 4.2121 -3.2767 -1.2072
H 4.3862 -2.4464 -2.7660
H 6.4552 -1.7429 -2.0472
C 6.6030 -5.8360 -6.8756
C 5.8321 -4.6480 -6.3382
O 6.7252 -3.7223 -5.7366
H 7.1566 -6.3312 -6.0712
H 5.9283 -6.5614 -7.3387
H 7.3402 -5.5153 -7.6189
H 5.1121 -4.9699 -5.5801
H 5.2862 -4.1396 -7.1389
H 7.3552 -3.4361 -6.4201
C 7.2030 -9.5242 -10.3830
C 6.4321 -8.3362 -9.8456
O 7.3252 -7.4105 -9.2439
H 7.7566 -10.0194 -9.5785
H 6.5283 -10.2497 -10.8461
H 7.9402 -9.2035 -11.1263
H 5.7121 -8.6581 -9.0874
H 5.8862 -7.8279 -10.6463
H 7.9552 -7.1243 -9.9275
C 2.1464 -2.2130 -5.9595
C 2.0984 -2.5100 -7.4440
O 2.7987 -3.7140 -7.7206
H 3.1830 -2.1202 -5.6190
H 1.6149 -1.2852 -5.7301
H 1.6949 -3.0293 -5.3863
H 2.5702 -1.7024 -8.0116
H 1.0657 -2.6171 -7.7896
H 2.3668 -4.4263 -7.2186
C -2.8795 2.9193 7.2655
C -1.3821 3.1413 7.3186
O -0.8751 3.3443 6.0078
H -3.1179 2.0512 6.6422
H -3.2854 2.7566 8.2679
H -3.3833 3.7816 6.8167
H -0.8806 2.2686 7.7474
H -1.1364 4.0154 7.9295
H -1.3206 4.1264 5.6390
C -4.6070 5.8378 2.7425
C -3.2273 5.7410 2.1251
O -3.0423 6.7885 1.1843
H -5.3798 5.7761 1.9692
H -4.7674 5.0344 3.4669
H -4.7386 6.8000 3.2480
H -3.1077 4.7874 1.6023
H -2.4488 5.8149 2.8906
H -3.1421 7.6309 1.6602
C -4.3575 -1.9110 7.3579
C -3.7143 -0.5573 7.5776
O -3.8767 0.2503 6.4209
H -3.9100 -2.4139 6.4942
H -4.2370 -2.5476 8.2389
H -5.4259 -1.8022 7.1446
H -2.6429 -0.6689 7.7684
H -4.1652 -0.0426 8.4315
H -4.8315 0.3503 6.2649
C -8.2014 2.5723 4.6946
C -7.0947 2.2621 5.6811
O -6.2428 1.2558 5.1536
H -8.7873 1.6729 4.4783
H -8.8699 3.3431 5.0882
H -7.7859 2.9182 3.7425
H -7.5131 1.8958 6.6233
H -6.4962 3.1534 5.8926
H -5.8697 1.5941 4.3215